[1]
Formula: C4H6CaO3
Source: the Open Molecules 2025 dataset
Level of theory: ωB97M-V/def2-TZVPD

```
! RIJCOSX wB97M-V def2-TZVPD def2/J DEFGRID3
* xyz 2 1
C -4.510 0.569 -0.028
C -3.304 0.729 -0.002
H -5.586 0.476 0.038
H -1.997 0.648 -0.145
H -3.781 1.664 0.707
Ca 1.859 1.557 -0.627
O 1.713 -0.535 -0.040
C 0.484 -0.523 -0.270
O -0.118 0.608 -0.342
O -0.226 -1.621 -0.374
C 0.354 -2.891 -0.003
H -0.465 -3.612 -0.064
H 1.145 -3.139 -0.716
H 0.739 -2.835 1.019
*
```

The calculation puts the HOMO-LUMO gap at 9.95 eV. For the total energy, the calculation gives -1058.667953 Eh. The lowest unoccupied orbital energy is -8.2 eV.

[2]
Formula: C4H6Cl2F2OS
Source: the Open Molecules 2025 dataset
Level of theory: ωB97M-V/def2-TZVPD

```
! RIJCOSX wB97M-V def2-TZVPD def2/J DEFGRID3
* xyz 0 1
F 0.674 -0.230 -0.908
C 1.534 -0.148 0.117
F 1.411 -1.272 0.851
Cl 3.182 -0.074 -0.524
C 1.188 1.022 1.025
Cl 1.201 2.574 0.185
H 0.183 0.838 1.408
H 1.898 1.053 1.852
C -1.412 -1.323 -0.515
C -1.671 0.030 0.109
O -2.147 0.187 1.202
S -1.231 1.477 -0.861
H -1.973 -1.427 -1.449
H -0.349 -1.445 -0.739
H -1.728 -2.093 0.190
H -0.760 0.830 -1.942
*
```

The calculation puts the HOMO-LUMO gap at 9.87 eV. For the total energy, the calculation gives -1749.509647 Eh. The lowest unoccupied orbital energy is 0.6 eV.

[3]
Formula: C4H6Cl2FGaNO2
Source: the Open Molecules 2025 dataset
Level of theory: ωB97M-V/def2-TZVPD

```
! RIJCOSX wB97M-V def2-TZVPD def2/J DEFGRID3
* xyz -1 1
C 1.882 0.327 0.813
C 1.448 1.239 -0.318
Cl 2.177 2.888 -0.345
C 0.569 0.887 -1.227
Cl 0.062 2.004 -2.512
Ga -0.221 -1.028 -1.081
F 1.151 -2.293 -1.209
C -1.181 -1.114 0.750
O -2.633 -0.966 0.523
N -2.932 0.365 0.847
O -3.148 0.986 -0.126
H 2.833 0.699 1.228
H 2.021 -0.721 0.512
H 1.148 0.373 1.635
H -1.307 -1.328 -2.201
H -0.906 -0.271 1.413
H -0.963 -2.047 1.299
*
```

The calculation puts the HOMO-LUMO gap at 8.50 eV. For the total energy, the calculation gives -3306.250572 Eh. The lowest unoccupied orbital energy is 3.2 eV.

[4]
Formula: C4H6Cl2N2O2
Source: the Open Molecules 2025 dataset
Level of theory: ωB97M-V/def2-TZVPD

```
! RIJCOSX wB97M-V def2-TZVPD def2/J DEFGRID3
* xyz 0 1
C 2.172 1.385 1.226
C 1.092 1.004 0.618
C 0.072 0.587 -0.194
C 0.153 0.506 -1.682
N -1.097 0.172 0.490
O -1.956 -0.446 -0.124
H 2.931 0.813 1.821
H 2.140 2.454 1.477
H 0.212 -0.469 -2.167
H 1.052 1.080 -2.099
H -0.855 0.806 -2.168
O -0.540 -1.608 3.728
N -0.538 -1.547 2.608
Cl 0.899 -2.442 1.715
Cl -2.974 -1.080 -3.225
H -2.762 -1.213 -2.024
*
```

The calculation puts the HOMO-LUMO gap (spin up / spin down) at 8.20 / 8.20 eV. For the total energy, the calculation gives -1336.150467 Eh. The lowest unoccupied orbital energy (spin up / spin down) is -1.0 / -1.0 eV.

[5]
Formula: C4H6Cl2P
Source: the Open Molecules 2025 dataset
Level of theory: ωB97M-V/def2-TZVPD

```
! RIJCOSX wB97M-V def2-TZVPD def2/J DEFGRID3
* xyz 1 1
C 1.573 -0.010 -0.840
C 0.994 0.220 -1.928
C 0.984 -0.164 0.550
C -0.381 0.266 0.813
P -1.707 -0.425 -0.392
Cl -2.757 -1.732 0.722
Cl -2.903 1.283 -0.303
H 2.628 -0.080 -0.752
H 0.149 0.312 -2.630
H 0.818 -1.179 0.891
H 1.637 0.359 1.254
H -0.746 -0.219 1.698
H -0.289 1.367 0.916
*
```

The calculation puts the HOMO-LUMO gap (spin up / spin down) at 6.04 / 6.04 eV. For the total energy, the calculation gives -1417.360101 Eh. The lowest unoccupied orbital energy (spin up / spin down) is -7.7 / -7.7 eV.

[6]
Formula: C4H6Cl2Si
Source: the Open Molecules 2025 dataset
Level of theory: ωB97M-V/def2-TZVPD

```
! RIJCOSX wB97M-V def2-TZVPD def2/J DEFGRID3
* xyz 0 1
C -0.988 -1.282 -1.965
C -0.650 -0.879 -0.725
Si 0.770 0.219 -0.335
Cl 2.467 -0.996 0.231
Cl 1.257 0.968 -2.181
C 0.334 1.373 1.085
C 0.056 0.961 2.314
H -1.815 -1.886 -2.148
H -0.536 -1.091 -2.889
H -1.082 -1.297 0.193
H 0.423 2.441 0.829
H -0.262 1.587 3.111
H 0.027 -0.119 2.480
*
```

The calculation puts the HOMO-LUMO gap at 10.66 eV. For the total energy, the calculation gives -1365.944549 Eh. The lowest unoccupied orbital energy is 0.3 eV.